[1]
This record from the OMol25 dataset describes a 2-piece molecular cluster, C2H8NOPS overall. The level of theory is ωB97M-V with the def2-TZVPD basis set.

**E_LUMO (alpha / beta)**: 0.0300 / -0.0861 Eh
**Charge**: 0
**HOMO-LUMO gap (alpha / beta)**: 8.572 / 7.019 eV
**Multiplicity**: 3
**HOMO energy (alpha / beta)**: -7.756 / -9.362 eV
**E_tot**: -950.46880 Eh
**Energy above the lowest of the compared OMol25 structures with the same formula, charge and spin**: 0.00 kcal/mol
**⟨S²⟩**: 2.006

```
14
Properties=species:S:1:pos:R:3:forces:R:3
C 1.1599 -1.2317 2.8648 -0.731 1.502 1.492
C -0.9183 0.4232 -3.5284 1.453 0.329 0.522
N -0.3067 1.1068 2.2567 0.750 -0.366 0.454
O -0.7818 -0.0382 4.4972 -0.929 0.506 3.496
P -0.5155 -0.3081 3.1169 1.856 -1.310 -3.311
S -0.4374 0.8211 -1.7977 -0.224 -0.244 -1.075
H 1.6613 -1.0999 3.8615 -0.405 -0.191 -0.946
H 0.9920 -2.2594 2.6575 -0.179 -0.863 -0.106
H 1.7530 -0.7799 2.0902 0.184 0.247 -0.362
H -0.2518 0.8168 -4.2938 0.154 0.401 0.312
H -1.8878 0.8054 -3.7001 -1.195 0.486 -0.041
H -0.9448 -0.6266 -3.7063 -0.181 -0.972 0.301
H 0.0373 1.1300 1.3420 0.965 -0.648 -1.525
H -0.9902 1.8020 2.2618 -1.518 1.123 0.789
```
Positions in Å, forces in eV/Å.

Mulliken atomic charge list, values in e, 2 entries: C -0.815; C -0.760

[2]
This record from the OMol25 dataset describes one molecule with the formula C2O3S2. The level of theory is ωB97M-V with the def2-TZVPD basis set.

**E_LUMO**: -0.0453 Eh
**Charge**: 0
**HOMO-LUMO gap**: 7.974 eV
**HOMO energy**: -9.206 eV
**E_tot**: -1098.01138 Eh
**Energy above the lowest of the compared OMol25 structures with the same formula, charge and spin**: 108.38 kcal/mol

```
7
Properties=species:S:1:pos:R:3:forces:R:3
C 0.3700 1.2001 -0.8279 6.549 0.243 -6.955
C -1.0776 0.6420 0.8471 -4.231 -3.443 4.600
O 1.5347 -0.5201 0.9621 -0.141 0.201 2.559
O -0.1270 -1.1781 -0.7711 -1.145 -0.496 -0.562
O -0.4498 1.2348 -0.0212 -3.422 2.878 2.533
S 1.2471 -0.4438 -0.4246 1.867 -0.340 -2.711
S -1.4975 -0.9349 0.2356 0.523 0.957 0.536
```
Positions in Å, forces in eV/Å.

Mulliken atomic charge list, values in e, 2 entries: C -0.119; C -0.169

[3]
This record from the OMol25 dataset describes a 10-piece molecular cluster, C18H54BN20O11 overall. The level of theory is ωB97M-V with the def2-TZVPD basis set.

**E_LUMO**: -0.0910 Eh
**Charge**: +1
**HOMO-LUMO gap**: 7.890 eV
**HOMO energy**: -10.367 eV
**E_tot**: -2666.03790 Eh

```
104
Properties=species:S:1:pos:R:3:forces:R:3
C 3.5572 0.0757 1.2546 0.418 -0.375 -0.883
C 3.1230 -1.3538 0.5952 0.160 0.342 0.427
C 1.8921 -2.0494 1.4136 0.330 1.309 -1.320
C 0.6243 -2.2422 0.3973 0.231 -0.235 0.565
C -0.5164 -3.0572 1.2049 0.264 -0.319 -0.526
C 0.1914 -0.7630 -0.0322 -0.488 -0.069 1.034
N 0.3220 -0.0585 -1.2732 -2.001 1.346 4.726
C -0.2146 1.2893 -1.0575 -0.789 -1.117 4.932
C -0.6669 1.3362 0.4135 1.509 -0.932 -3.006
B -1.3056 2.5174 1.3269 -1.001 2.105 0.831
O -0.9669 3.9237 1.1955 0.627 -3.811 0.428
O -2.2494 2.1159 2.3738 2.397 0.034 -0.623
C -1.4026 1.7609 3.5312 0.733 -0.118 -0.315
N -0.3990 0.0277 1.0151 1.632 0.547 -6.578
H 3.0159 0.9670 0.7724 0.597 -1.374 0.661
H 3.3684 0.1219 2.3834 0.510 -0.240 -1.572
H 4.6728 0.2019 0.9925 -1.711 0.068 0.774
H 2.8564 -1.1465 -0.5090 0.273 -0.490 1.711
H 4.0310 -2.0644 0.5659 -1.443 1.155 0.168
H 1.5970 -1.2724 2.2245 0.323 -1.592 -1.108
H 2.2155 -3.0305 1.9017 -0.668 1.372 -0.779
H 0.8977 -2.8868 -0.5235 -0.203 1.390 1.376
H -1.3127 -3.5195 0.4998 1.179 0.954 1.411
H -1.0190 -2.4395 2.0347 0.672 -0.930 -1.234
H 0.0376 -3.9358 1.7195 -0.997 1.475 -0.813
H 0.7377 -0.4245 -2.1392 -0.285 -0.088 0.876
H -0.2852 2.1687 -1.7760 0.265 -1.733 0.912
H 0.0291 3.9551 1.1027 -0.756 0.321 -0.280
H -1.6616 0.7155 3.9486 0.049 1.796 -0.582
H -0.3278 1.6893 3.1315 -1.027 0.068 0.934
H -1.4012 2.5772 4.3383 -0.258 -1.307 -1.223
H -0.5293 -0.3369 1.9666 -0.040 0.467 -0.785
C 0.9156 -4.7792 -2.8713 -0.192 -0.250 -0.198
O 1.2503 -3.6060 -2.7329 0.169 0.344 0.040
N -0.3823 -5.1660 -2.8839 -0.472 0.232 0.237
N 1.8098 -5.7831 -3.0229 0.652 -0.057 0.040
H -0.6832 -6.1190 -2.9968 -0.057 0.054 -0.184
H -1.0773 -4.4437 -2.7741 0.022 -0.210 -0.037
H 2.7858 -5.5336 -3.0188 -0.184 -0.118 -0.004
H 1.5538 -6.7479 -3.1375 -0.021 0.070 -0.012
C 2.8382 4.1646 2.1442 0.244 0.307 0.100
O 1.9726 3.9858 1.2952 -0.444 -0.231 -0.133
N 3.6710 5.2282 2.1212 0.058 0.450 -0.476
N 3.0352 3.3116 3.1781 -0.263 -0.679 0.363
H 4.3866 5.3936 2.8058 -0.092 -0.027 -0.034
H 3.5549 5.8876 1.3644 0.114 0.026 0.086
H 2.4336 2.5057 3.2295 0.182 0.156 0.024
H 3.7385 3.4402 3.8831 -0.052 0.012 -0.078
C -1.1250 -8.3454 -0.3064 -0.281 -0.106 -0.002
O -1.9818 -8.4981 -1.1664 0.002 0.088 -0.106
N -0.2810 -7.2846 -0.2984 0.423 0.567 -0.406
N -0.9453 -9.2212 0.7104 -0.161 -0.600 0.305
H 0.4289 -7.1386 0.3963 -0.103 -0.043 -0.033
H -0.3856 -6.6109 -1.0410 -0.022 0.016 0.396
H -1.5543 -10.0233 0.7384 0.133 0.159 0.028
H -0.2485 -9.1134 1.4250 -0.079 0.013 -0.068
C -4.2072 -3.5177 0.3673 -0.751 -0.424 -0.248
O -3.2977 -4.2906 0.6477 0.317 0.068 0.038
N -5.3951 -3.9440 -0.1077 0.117 -0.240 0.188
N -4.0972 -2.1710 0.5095 0.644 0.851 0.216
H -6.1556 -3.3333 -0.3452 0.108 -0.007 0.038
H -5.5096 -4.9464 -0.2274 -0.142 0.218 -0.197
H -3.2235 -1.8162 0.8620 -0.264 -0.012 -0.053
H -4.8307 -1.5232 0.2850 0.044 -0.084 0.028
C -3.4625 6.2326 -0.8354 0.288 -0.287 0.138
O -3.7182 5.1565 -1.3634 -0.076 -0.094 -0.103
N -4.1693 7.3601 -1.0944 -0.683 0.468 -0.451
N -2.4541 6.3901 0.0512 0.454 -0.198 0.143
H -3.9757 8.2505 -0.6723 0.050 -0.125 0.038
H -4.9299 7.2847 -1.7504 0.165 0.024 0.152
H -1.9057 5.5734 0.2694 -0.135 0.140 0.039
H -2.2288 7.2653 0.4947 -0.052 0.029 0.150
C -6.4206 -7.5253 -1.2009 0.172 -0.369 0.007
O -6.1156 -6.3466 -1.0661 -0.209 -0.175 -0.127
N -7.7063 -7.9490 -1.2181 -0.746 0.264 0.044
N -5.4983 -8.5047 -1.3440 0.633 0.042 -0.022
H -7.9771 -8.9095 -1.3274 0.067 0.090 0.000
H -8.4224 -7.2480 -1.1141 0.118 -0.180 -0.024
H -4.5272 -8.2281 -1.3361 -0.020 -0.154 0.018
H -5.7269 -9.4757 -1.4557 -0.013 0.112 0.004
C -0.9617 8.8712 2.7952 -0.064 0.054 -0.156
O -1.8175 8.6848 1.9421 -0.014 -0.009 -0.084
N -0.1288 9.9383 2.7731 0.222 0.607 -0.308
N -0.7728 8.0257 3.8366 -0.157 -0.701 0.414
H 0.5797 10.1094 3.4634 -0.084 -0.028 -0.056
H -0.2385 10.5906 2.0130 0.047 -0.120 0.163
H -1.3742 7.2189 3.8876 0.111 0.170 -0.003
H -0.0766 8.1604 4.5471 -0.074 0.036 -0.082
C 5.3915 6.8205 -1.3924 -0.195 0.272 0.043
O 4.7812 7.5586 -0.6328 -0.072 -0.123 0.168
N 6.0986 5.7503 -0.9583 0.345 -0.593 0.571
N 5.4135 7.0083 -2.7331 -0.174 0.364 -0.611
H 6.6064 5.1312 -1.5641 -0.068 0.061 0.037
H 6.1060 5.5782 0.0338 0.035 0.009 -0.239
H 4.8985 7.7950 -3.0949 0.111 -0.166 0.060
H 5.9082 6.4139 -3.3733 -0.045 0.044 0.080
C 4.0074 -0.4782 -3.7674 0.360 0.643 0.050
O 4.3385 0.6887 -3.6303 -0.102 -0.138 0.068
N 2.7094 -0.8738 -3.7810 -1.023 -0.175 0.236
N 4.9052 -1.4810 -3.9176 0.656 -0.391 -0.009
H 2.4149 -1.8299 -3.8921 -0.055 -0.021 0.092
H 2.0124 -0.1566 -3.6727 0.296 0.000 -0.394
H 5.8805 -1.2282 -3.9131 -0.201 -0.049 -0.033
H 4.6523 -2.4459 -4.0316 -0.021 0.108 -0.010
```
Positions in Å, forces in eV/Å.

Mulliken atomic charge list, values in e, 2 entries: C -0.995; C 0.077

[4]
This record from the OMol25 dataset describes C31H54AgBHgO35 as an isolated structure. The level of theory is ωB97M-V with the def2-TZVPD basis set.

**E_LUMO**: -0.3520 Eh
**Charge**: +2
**HOMO-LUMO gap**: 4.165 eV
**HOMO energy**: -13.744 eV
**E_tot**: -4171.90082 Eh

```
123
Properties=species:S:1:pos:R:3:forces:R:3
Ag -0.1993 -3.0141 4.3123 0.295 -0.023 -0.239
Hg 3.0441 5.5132 -1.9975 -0.598 -2.136 -0.160
O 0.3163 -0.7675 3.3026 0.035 -0.499 -0.002
C 0.4044 -0.1646 2.2757 -0.351 1.715 0.285
O 1.5006 0.0817 1.5897 0.098 0.246 -1.372
B 1.1638 0.9824 0.4174 -0.237 -0.720 1.269
O -0.2442 1.3419 0.5944 0.362 0.272 0.309
C -0.7378 0.7531 1.6881 0.618 -1.241 -0.237
O -1.8315 0.8254 2.1367 -0.294 0.374 0.066
O 1.4006 0.3742 -0.8867 -0.453 -0.445 0.148
C 2.0527 1.2062 -1.6342 1.157 0.361 -1.821
O 2.4266 1.0873 -2.7704 -0.383 -0.254 0.116
C 2.4693 2.4162 -0.8126 -0.652 -1.096 1.902
O 2.0684 2.1781 0.4100 0.110 1.023 -0.365
O 3.1534 3.3415 -1.1941 0.271 0.818 -0.236
C 8.2817 1.2454 0.1353 0.749 -0.950 -0.428
O 6.9489 1.1023 -0.4026 0.759 0.177 0.075
C 6.2693 0.0358 -0.0086 -0.963 -0.196 1.031
O 6.4946 -0.7231 0.8954 0.593 0.123 -0.352
O 5.1429 0.0143 -0.7269 -0.260 0.122 -0.689
C 4.2884 -1.1202 -0.6315 -0.641 -0.428 0.556
H 8.8147 1.9335 -0.5141 -0.361 0.520 0.299
H 8.8498 0.3207 0.0114 -0.358 -0.242 0.039
H 8.3265 1.4675 1.1974 -0.391 0.426 -0.076
H 3.7528 -1.2028 0.3184 0.263 0.450 0.222
H 4.7956 -2.0784 -0.7323 0.297 0.205 -0.392
H 3.5220 -0.9557 -1.3835 0.238 -0.273 -0.274
C 1.2148 -4.0220 -0.1915 0.513 -1.230 0.437
O -0.0943 -3.4524 -0.2933 0.651 0.209 -0.334
C -0.8230 -3.2655 0.7809 0.564 0.172 1.174
O -0.4910 -3.5246 1.9281 -0.181 -0.173 -0.552
O -1.9386 -2.6800 0.4231 -0.309 0.346 -0.571
C -2.9206 -2.3700 1.4040 -1.133 -0.473 0.023
H 1.9041 -3.5668 -0.8931 -0.439 0.168 -0.265
H 1.1293 -5.0868 -0.4059 -0.044 0.034 -0.343
H 1.7199 -4.0011 0.7744 -0.694 0.590 0.287
H -3.7759 -1.9725 0.8580 0.315 0.381 -0.133
H -2.5939 -1.6630 2.1628 0.255 -0.093 -0.061
H -3.3298 -3.2889 1.8278 0.462 -0.036 0.337
C -4.6489 -3.8733 4.6329 0.179 -0.733 0.518
O -4.5100 -2.5052 5.0325 -1.121 0.684 -0.791
C -3.3778 -1.8769 4.9770 1.086 -0.156 0.420
O -2.2971 -2.4065 4.7803 -0.085 -0.227 -0.081
O -3.5178 -0.5876 5.2387 -0.644 -0.207 0.014
C -2.3560 0.0933 5.6748 0.958 1.251 0.287
H -5.6580 -4.0543 4.2732 -0.134 0.482 0.238
H -4.4821 -4.4353 5.5500 -0.003 -0.370 -0.230
H -3.9852 -4.2233 3.8442 0.402 0.482 0.163
H -2.5936 1.1365 5.8857 -0.724 -0.188 -0.038
H -1.5709 0.1897 4.9242 -0.078 -0.722 -0.138
H -1.9785 -0.3011 6.6175 0.038 -0.385 -0.184
C 0.7283 5.2556 2.3671 1.788 -0.584 1.190
O 0.0136 5.8673 1.3099 0.014 -0.381 -0.991
C 0.4721 5.8523 0.0758 -2.157 0.543 1.059
O 1.5632 5.3827 -0.2538 1.673 0.015 -0.626
O -0.3680 6.3174 -0.7917 0.632 0.292 -0.623
C -1.5454 7.0577 -0.4239 -1.318 0.963 0.153
H 0.1382 5.2354 3.2787 -0.352 0.539 -0.301
H 1.6599 5.8003 2.5333 -0.200 0.197 0.149
H 1.0502 4.2203 2.2288 -0.422 0.022 -0.834
H -1.8678 6.9107 0.6007 0.193 -0.402 -0.038
H -2.3591 6.8202 -1.1054 0.270 -0.629 -0.028
H -1.4165 8.1319 -0.5635 0.727 -0.110 -0.012
C -3.5235 -3.5925 -3.2232 -0.668 -0.370 -0.210
O -2.4506 -2.7710 -3.6333 -0.007 0.703 -0.233
C -1.2308 -3.2544 -3.4557 0.510 0.274 -0.121
O -0.9246 -4.4012 -3.3084 0.074 -0.285 0.313
O -0.3765 -2.2135 -3.5143 -0.761 -0.067 -0.300
C 0.9420 -2.4179 -3.0725 0.923 1.466 -0.272
H -3.4326 -4.6037 -3.6193 0.288 -0.094 0.466
H -4.4476 -3.2136 -3.6595 0.226 0.393 -0.022
H -3.5956 -3.5171 -2.1367 -0.029 -0.487 -0.025
H 1.3914 -3.3608 -3.3761 -0.335 -0.237 0.526
H 0.9896 -2.0832 -2.0366 -0.010 -0.972 0.292
H 1.5488 -1.6247 -3.5204 -0.186 -0.109 -0.567
C 5.5198 2.0408 -3.2126 0.976 -0.233 1.435
O 4.9809 2.4216 -4.4676 -0.363 0.026 -0.167
C 4.2014 3.4381 -4.6212 -1.718 -1.153 -1.878
O 3.9261 4.2992 -3.7998 -0.113 1.783 1.854
O 3.5473 3.4530 -5.7879 0.780 0.842 1.361
C 3.9818 2.6374 -6.8767 0.028 -1.024 -0.416
H 5.4792 0.9582 -3.1164 0.269 0.020 -0.607
H 5.0063 2.3499 -2.3027 -0.438 0.642 -0.572
H 6.5370 2.4286 -3.1734 0.040 -0.306 0.044
H 4.9453 2.1833 -6.6606 0.104 0.318 -0.266
H 3.9706 3.2497 -7.7740 0.197 0.079 0.143
H 3.2871 1.8081 -7.0196 -0.170 0.188 0.161
C 2.2359 -6.1051 2.6308 -0.026 -0.825 -0.732
O 3.1789 -5.0595 2.4262 -0.152 0.414 0.466
C 2.9717 -3.9270 3.1186 0.533 -0.902 -1.060
O 2.0176 -3.6890 3.8130 -0.353 0.279 0.623
O 3.9882 -3.1549 2.8280 0.567 0.552 0.595
C 4.0782 -1.8412 3.4057 0.176 0.773 -0.854
H 2.4800 -6.6848 3.5203 -0.394 0.450 0.348
H 2.3856 -6.8158 1.8162 0.108 0.246 -0.139
H 1.2192 -5.7265 2.5344 -0.019 -0.072 0.534
H 3.9314 -1.7639 4.4791 -0.392 -0.457 -0.032
H 3.4191 -1.1973 2.8231 -0.383 0.055 0.477
H 5.0718 -1.4572 3.1808 0.162 -0.478 -0.014
C -1.8803 1.6016 -1.9591 -0.608 -0.401 0.451
O -3.0411 1.5259 -2.7832 1.088 -0.690 -0.999
C -4.0962 2.2369 -2.4829 -1.078 0.349 0.077
O -4.1595 3.0738 -1.6195 -0.160 0.226 -0.007
O -5.0800 1.8608 -3.3217 0.916 -0.084 0.346
C -6.3395 2.5385 -3.2442 0.009 -1.952 0.075
H -1.0241 1.2416 -2.5246 -0.156 0.078 -0.289
H -2.0650 0.8967 -1.1505 0.246 0.217 0.283
H -1.7206 2.6049 -1.5697 -0.073 0.016 0.017
H -6.9700 1.8665 -3.8326 0.050 0.737 -0.793
H -6.1888 3.5367 -3.6396 -0.716 0.180 0.432
H -6.7939 2.3192 -2.2745 0.380 1.283 0.401
C -4.9766 1.1044 2.5563 -0.874 -0.429 0.498
O -4.8319 0.8546 1.1658 0.309 0.857 -0.500
C -5.7387 0.1087 0.5581 -0.089 -1.703 1.097
O -6.5860 -0.5463 1.1217 -0.103 0.488 -0.197
O -5.4310 0.0311 -0.7231 0.690 0.416 -0.409
C -6.0660 -0.9212 -1.5643 -0.854 -0.363 0.048
H -4.8316 0.1901 3.1340 0.488 0.060 -0.084
H -5.9945 1.3909 2.8275 -0.017 0.289 -0.368
H -4.2792 1.8954 2.8065 0.116 -0.173 0.002
H -6.7650 -0.3622 -2.1835 0.235 -0.221 -0.418
H -6.6550 -1.6780 -1.0446 0.081 0.298 0.514
H -5.3043 -1.4710 -2.1120 0.090 0.489 -0.276
```
Positions in Å, forces in eV/Å.

Mulliken atomic charge list, values in e, 2 entries: Ag 0.749; Hg 1.732

[5]
This record from the OMol25 dataset describes one molecule with the formula C4H7NO2. The level of theory is ωB97M-V with the def2-TZVPD basis set.

**E_LUMO**: 0.0236 Eh
**Charge**: 0
**SMILES string**: [H]/N=C\O/C(C)=C/O
**HOMO-LUMO gap**: 8.649 eV
**HOMO energy**: -8.006 eV
**E_tot**: -361.74329 Eh
**Energy above the lowest of the compared OMol25 structures with the same formula, charge and spin**: 86.33 kcal/mol

```
14
Properties=species:S:1:pos:R:3:forces:R:3
H 3.1942 -0.6920 -0.3006 -0.061 -0.125 0.338
N 2.9801 0.1852 0.1662 -1.158 0.550 -0.793
C 1.7740 0.3895 0.4205 0.364 -3.001 2.359
O 0.7428 -0.8555 0.7103 2.598 1.885 -0.428
C -0.3321 -0.4498 0.0515 -0.634 1.923 -1.489
C -1.6598 -0.7130 0.6836 0.122 0.066 0.064
C -0.0831 0.4104 -1.0069 -1.595 -1.490 0.088
O -1.0653 1.1626 -1.6261 -0.214 0.054 0.147
H 1.3697 1.2097 1.0071 -0.119 -0.070 -0.495
H -2.4829 -0.5121 -0.0033 0.088 -0.078 -0.002
H -1.6949 -1.7564 1.0070 -0.017 0.062 -0.048
H -1.7880 -0.0958 1.5787 -0.013 -0.056 -0.001
H 0.6826 0.1502 -1.7260 0.493 0.398 0.381
H -1.6374 1.5669 -0.9618 0.147 -0.117 -0.120
```
Positions in Å, forces in eV/Å.

Mulliken atomic charge list, values in e, 2 entries: H 0.273; N -0.595